Molecular formula: C5H8O
Method: DFT, the ωB97M-V functional and the def2-TZVPD basis

SMILES string: C=C=C(C)OC
HOMO energy (Ha): -0.3242
E (eV): -7359.7113
2S+1: 1
LUMO energy (eV): 1.00

The geometry in XYZ format:
```
14
Properties=species:S:1:pos:R:3:forces:R:3
O 0.5719 -0.6513 0.4031 0.071 -0.148 -0.047
C -1.4206 2.0889 0.7607 0.021 -0.129 -0.064
H 2.5809 -0.3203 0.2185 -0.118 0.094 0.116
H 1.8418 0.4009 1.6763 -0.114 -0.079 -0.200
C -0.4797 -0.0975 -0.3039 -0.132 0.217 -0.052
H 1.5655 1.1447 0.0805 0.045 -0.174 0.106
H -2.1991 2.0778 1.5222 0.065 -0.004 -0.173
C 1.6933 0.1922 0.6087 0.324 0.193 0.083
C -1.0417 0.9955 0.1530 0.104 -0.019 0.121
H -1.5758 -0.4709 -2.1571 0.072 0.046 0.202
H -1.0240 -1.9124 -1.2697 0.007 0.096 -0.035
H 0.1484 -0.9246 -2.1396 -0.159 -0.011 0.010
C -0.7715 -0.8839 -1.5452 -0.049 0.012 -0.013
H -0.9457 3.0454 0.5496 -0.137 -0.093 -0.055
```
Forces are in eV/Å.


Molecular formula: C5H8O
Method: DFT, the ωB97M-V functional and the def2-TZVPD basis

SMILES string: C#CC[C@@H](C)O
HOMO energy (Ha): -0.3672
E (eV): -7360.0217
2S+1: 1
LUMO energy (eV): 0.92

The geometry in XYZ format:
```
14
Properties=species:S:1:pos:R:3:forces:R:3
H -0.9367 -0.9504 1.2126 0.168 0.073 -0.166
C -0.6365 -0.5464 0.2305 -0.149 0.247 0.105
H -1.5184 0.4718 -1.4260 -0.152 -0.117 0.092
C 1.7938 0.3654 0.4463 0.416 0.246 -0.331
H -2.3501 0.7767 0.1136 0.061 -0.140 -0.074
O -0.1015 -1.5699 -0.5796 0.240 -0.121 0.061
H 0.7582 -1.8137 -0.2098 -0.087 -0.027 -0.159
C 2.9760 0.4306 0.2188 -0.432 -0.082 0.081
C 0.3484 0.6262 0.3977 0.015 0.155 -0.043
C -1.8557 0.0085 -0.4916 -0.069 -0.023 -0.016
H -2.5764 -0.7748 -0.7356 0.086 0.037 0.117
H 3.9945 0.5697 -0.0716 -0.089 -0.241 0.262
H 0.0421 1.2593 1.2370 0.045 -0.125 -0.042
H 0.2469 1.2281 -0.5107 -0.053 0.118 0.114
```
Forces are in eV/Å.